{
  "formula": "C60H149N11O2",
  "method": "ωB97M-V with the def2-TZVPD basis set",
  "elements": ["C", "C", "N", "C", "C", "C", "C", "H", "H", "H", "H", "H", "H", "H", "H", "H", "H", "H", "H", "H", "H", "H", "C", "C", "N", "C", "C", "C", "C", "H", "H", "H", "H", "H", "H", "H", "H", "H", "H", "H", "H", "H", "H", "H", "C", "C", "N", "C", "C", "C", "C", "H", "H", "H", "H", "H", "H", "H", "H", "H", "H", "H", "H", "H", "H", "H", "C", "C", "N", "C", "C", "C", "C", "H", "H", "H", "H", "H", "H", "H", "H", "H", "H", "H", "H", "H", "H", "H", "C", "C", "N", "C", "C", "C", "C", "H", "H", "H", "H", "H", "H", "H", "H", "H", "H", "H", "H", "H", "H", "H", "C", "C", "N", "C", "C", "C", "C", "H", "H", "H", "H", "H", "H", "H", "H", "H", "H", "H", "H", "H", "H", "H", "C", "C", "N", "C", "C", "C", "C", "H", "H", "H", "H", "H", "H", "H", "H", "H", "H", "H", "H", "H", "H", "H", "C", "C", "N", "C", "C", "C", "C", "H", "H", "H", "H", "H", "H", "H", "H", "H", "H", "H", "H", "H", "H", "H", "C", "C", "N", "C", "C", "C", "C", "H", "H", "H", "H", "H", "H", "H", "H", "H", "H", "H", "H", "H", "H", "H", "C", "O", "N", "C", "C", "H", "H", "H", "H", "H", "H", "H", "C", "O", "N", "C", "C", "H", "H", "H", "H", "H", "H", "H"],
  "positions_angstrom": [[5.3075, 2.8607, 1.2017], [4.7419, 2.2046, 2.4769], [3.7485, 3.0872, 3.1761], [2.5699, 3.3903, 2.3159], [1.7640, 4.5359, 2.9109], [3.2928, 2.5882, 4.4953], [4.5435, 2.5035, 5.4729], [6.1923, 2.3340, 0.8442], [5.6248, 3.8820, 1.4123], [4.5567, 2.9962, 0.4232], [4.3517, 1.2835, 2.0440], [5.5881, 1.9077, 3.0966], [2.7913, 3.7167, 1.2998], [2.0144, 2.4830, 2.0783], [1.0292, 4.8321, 2.1623], [1.1220, 4.2095, 3.7291], [2.4235, 5.3751, 3.1320], [2.7243, 1.6699, 4.3487], [2.5797, 3.2694, 4.9596], [4.2008, 2.3513, 6.4963], [5.0582, 3.4643, 5.4786], [5.1951, 1.6877, 5.1597], [7.7031, 3.1552, -1.9018], [7.1276, 2.4802, -3.2045], [5.7745, 2.8735, -3.6353], [5.6555, 4.1784, -4.2724], [4.4571, 4.1791, -5.3059], [4.7908, 2.8541, -2.5288], [4.4557, 1.4555, -2.0840], [7.4851, 4.2210, -1.9697], [8.7710, 2.9376, -1.9215], [7.1650, 2.6666, -1.0895], [7.8202, 2.6038, -4.0370], [7.1302, 1.4073, -3.0122], [5.5259, 4.8817, -3.4499], [6.5627, 4.4423, -4.8159], [4.2846, 5.1831, -5.6935], [4.7085, 3.4001, -6.0256], [3.4843, 3.9183, -4.8891], [3.8837, 3.4098, -2.7663], [5.1740, 3.4686, -1.7141], [3.8059, 1.4309, -1.2093], [5.2746, 0.7798, -1.8371], [3.9327, 0.9429, -2.8913], [-2.9863, 0.2567, -6.6407], [-1.8072, 1.2942, -6.5439], [-1.9076, 2.2494, -5.4032], [-0.8003, 3.2461, -5.5647], [0.6279, 2.6777, -5.2833], [-1.9783, 1.5715, -4.0632], [-2.2775, 2.5210, -2.8940], [-3.9486, 0.7679, -6.6131], [-3.0115, -0.5439, -5.9014], [-2.9342, -0.3451, -7.5480], [-0.8842, 0.7144, -6.5457], [-1.9928, 1.7640, -7.5098], [-0.9048, 3.7781, -6.5103], [-0.9561, 3.9509, -4.7480], [0.7432, 2.1695, -4.3259], [0.8408, 1.9949, -6.1058], [1.3001, 3.5312, -5.3718], [-1.1403, 0.8841, -3.9482], [-2.8395, 0.9049, -4.1089], [-2.4248, 1.9957, -1.9503], [-3.1713, 3.1229, -3.0579], [-1.4175, 3.1692, -2.7251], [-3.7900, -1.9916, -1.8104], [-4.3678, -0.6826, -2.4186], [-5.7112, -0.3350, -1.9770], [-6.6439, -1.3244, -2.4965], [-8.1080, -1.0356, -2.3586], [-5.8874, -0.1009, -0.5036], [-4.9066, 0.9877, 0.0362], [-4.3115, -2.9311, -1.9930], [-3.6986, -1.9036, -0.7279], [-2.8127, -2.2236, -2.2338], [-3.7558, 0.1766, -2.1444], [-4.2866, -0.8414, -3.4939], [-6.4538, -2.2420, -1.9399], [-6.4719, -1.5219, -3.5546], [-8.5035, -1.2189, -1.3596], [-8.6154, -1.6736, -3.0823], [-8.3564, -0.0190, -2.6633], [-6.8987, 0.2531, -0.3035], [-5.7480, -0.9579, 0.1553], [-3.8423, 0.7767, 0.1408], [-4.8945, 1.9095, -0.5455], [-5.2175, 1.3347, 1.0216], [1.6808, -5.7100, -2.6597], [0.4632, -6.4362, -2.1500], [-0.0292, -5.9219, -0.8495], [-0.5150, -4.5492, -0.8971], [-1.5710, -4.2951, 0.2640], [0.9824, -5.9372, 0.2111], [1.4829, -7.3988, 0.5356], [1.4843, -4.6518, -2.8326], [2.0751, -6.1532, -3.5742], [2.4448, -5.7034, -1.8824], [-0.3428, -6.3740, -2.8812], [0.6502, -7.5097, -2.1757], [0.3260, -3.8578, -0.8448], [-0.9966, -4.3810, -1.8604], [-1.8523, -3.2429, 0.2197], [-2.4503, -4.9221, 0.1163], [-1.0879, -4.3605, 1.2389], [0.5527, -5.5524, 1.1360], [1.7932, -5.2253, 0.0562], [0.8165, -8.0179, 1.1361], [2.3826, -7.3062, 1.1440], [1.8288, -7.9366, -0.3471], [-1.5550, 1.1027, 8.3428], [-0.4009, 0.4760, 7.5990], [-0.7310, -0.5734, 6.6372], [-1.4403, -1.6686, 7.3079], [-0.8855, -2.9847, 6.8170], [-1.5324, -0.1118, 5.4712], [-0.7307, 0.8702, 4.5786], [-2.1807, 1.7134, 7.6919], [-1.2375, 1.8172, 9.1023], [-2.1238, 0.3315, 8.8622], [0.3266, 1.1391, 7.1308], [0.3014, 0.0708, 8.3276], [-1.2929, -1.5466, 8.3809], [-2.5183, -1.6600, 7.1466], [-1.3389, -3.7943, 7.3889], [-1.0811, -3.1888, 5.7643], [0.1782, -2.9951, 7.0548], [-2.4814, 0.2674, 5.8505], [-1.8660, -0.9750, 4.8952], [-1.3918, 1.1561, 3.7604], [0.1935, 0.4229, 4.2128], [-0.4940, 1.7595, 5.1626], [4.3989, -4.5758, 2.2284], [4.1868, -3.1607, 1.6389], [2.8223, -3.0280, 1.1906], [2.5125, -1.9509, 0.2442], [3.3378, -2.1516, -1.0848], [1.8461, -2.9331, 2.2651], [1.9370, -1.6590, 3.2072], [3.8984, -4.7044, 3.1881], [5.4477, -4.7330, 2.4800], [4.0576, -5.3406, 1.5308], [4.4612, -2.4161, 2.3862], [4.7867, -3.1675, 0.7288], [1.4721, -1.9459, -0.0809], [2.7660, -0.9692, 0.6445], [4.3964, -1.8989, -1.0249], [3.4940, -3.1918, -1.3704], [2.8844, -1.5649, -1.8837], [2.0071, -3.8219, 2.8752], [0.8226, -3.1090, 1.9343], [1.4012, -1.7634, 4.1506], [1.6084, -0.7680, 2.6722], [2.9435, -1.3739, 3.5136], [-3.2297, 3.8820, 3.0135], [-3.2694, 4.4125, 4.4337], [-4.2645, 5.4999, 4.5956], [-4.4520, 5.7866, 6.0039], [-5.3721, 4.7088, 6.6214], [-3.8176, 6.7002, 3.9202], [-2.5434, 7.3521, 4.5478], [-4.2468, 3.7298, 2.6522], [-2.9074, 2.8426, 2.9513], [-2.7211, 4.4846, 2.2609], [-3.5340, 3.5877, 5.0953], [-2.2628, 4.6882, 4.7480], [-4.9514, 6.7516, 6.0895], [-3.5445, 5.8024, 6.6075], [-4.9839, 3.6909, 6.5861], [-6.4193, 4.6760, 6.3205], [-5.3489, 4.9804, 7.6767], [-3.6501, 6.5287, 2.8569], [-4.6398, 7.4154, 3.8942], [-1.6033, 6.8106, 4.4421], [-2.4765, 8.2956, 4.0060], [-2.6520, 7.6016, 5.6033], [2.1475, -2.4426, -4.6327], [2.3100, -3.2660, -5.9231], [1.1294, -3.2074, -6.7604], [1.3626, -4.1970, -7.8051], [1.0210, -5.7025, -7.4585], [0.9788, -1.8505, -7.3151], [-0.3149, -1.6983, -8.1199], [2.4090, -1.3884, -4.7236], [2.7178, -2.8664, -3.8061], [1.1087, -2.4592, -4.3027], [3.1689, -2.8403, -6.4420], [2.6257, -4.2639, -5.6189], [0.7479, -3.9223, -8.6623], [2.3148, -4.1784, -8.3353], [-0.0325, -5.9617, -7.5638], [1.3457, -6.3951, -8.2350], [1.4873, -6.0032, -6.5203], [1.8195, -1.5655, -7.9476], [0.9007, -1.2202, -6.4292], [-0.4443, -0.7056, -8.5511], [-1.1302, -1.9307, -7.4347], [-0.5617, -2.3168, -8.9828], [-0.4399, -0.1123, -1.2226], [0.2155, -0.5912, -2.1538], [-0.1905, 1.0280, -0.5754], [-0.9369, 1.3858, 0.6154], [0.8844, 1.9742, -0.8701], [-1.3818, -0.5523, -0.8598], [-1.7576, 0.7099, 0.8558], [-1.3920, 2.3727, 0.5317], [-0.3402, 1.4548, 1.5250], [1.5840, 1.6509, -1.6409], [0.4831, 2.9517, -1.1376], [1.5392, 2.0294, -0.0005], [-3.2088, -1.2995, 2.4483], [-2.0578, -1.3252, 1.9914], [-3.6652, -2.2634, 3.1864], [-5.0608, -2.3280, 3.6351], [-2.8660, -3.4749, 3.3813], [-3.8957, -0.4414, 2.3838], [-5.5879, -3.1514, 3.1533], [-5.6120, -1.4078, 3.4414], [-5.1089, -2.6302, 4.6813], [-3.0081, -3.8147, 4.4072], [-3.1940, -4.2506, 2.6894], [-1.7879, -3.3306, 3.3104]],
  "forces_ev_per_angstrom": [[-0.10, 1.26, 0.39], [1.45, 1.27, -0.94], [-1.96, -4.11, -1.68], [0.30, 1.91, -0.32], [-0.98, -0.65, -0.28], [2.14, 1.43, 1.80], [-1.30, -0.30, -0.76], [-0.34, -0.20, -0.02], [0.27, 0.05, 0.17], [0.17, -0.56, -0.09], [-1.19, -0.24, 0.78], [-0.43, 0.32, 0.42], [1.06, -0.01, 0.18], [-0.10, -0.49, 0.84], [0.20, 0.26, -0.18], [0.39, 0.28, 0.37], [-0.26, -0.03, 0.21], [0.33, -0.42, -0.31], [0.07, 0.24, -0.44], [-0.06, -0.25, -0.15], [0.10, -0.10, -0.22], [0.09, 0.18, 0.33], [-0.89, -0.66, -1.83], [-0.07, 0.10, 0.47], [-0.48, -0.21, 0.35], [-0.90, -0.25, -0.52], [0.81, 0.05, 1.23], [0.92, -0.15, -0.02], [-0.47, -0.72, -0.08], [0.28, 0.06, 0.42], [-0.08, 0.20, 0.50], [0.44, 0.36, 0.36], [-0.16, 0.28, -0.10], [-0.14, -0.13, -0.08], [-0.13, 0.83, -0.23], [0.07, -0.11, 0.05], [0.42, -0.12, -0.52], [-0.14, 0.43, -0.39], [0.19, -0.27, 0.43], [-0.08, -0.33, -0.66], [0.36, 0.04, 0.54], [-0.18, 0.15, 0.06], [0.44, 0.39, -0.02], [-0.17, -0.01, -0.03], [0.27, -0.10, 0.58], [-2.06, -1.33, 0.58], [0.45, -0.09, -0.93], [-0.31, -1.05, 2.49], [-0.84, 0.52, -1.54], [-0.88, 0.15, -1.24], [0.86, -0.05, -0.25], [0.01, 0.06, -0.02], [0.18, 0.28, 0.58], [0.16, 0.50, -0.40], [0.32, 0.14, -0.10], [0.85, 0.86, 0.20], [0.15, -0.28, -0.02], [-0.23, 0.49, -0.23], [-0.16, 0.11, -0.02], [0.48, -0.20, 0.22], [0.28, -0.16, 0.17], [0.46, 0.21, 0.57], [-0.05, 0.01, -0.29], [-0.01, -0.33, -0.10], [0.10, 0.01, -0.28], [-0.05, 0.34, 0.05], [0.34, 0.16, 0.22], [0.43, -0.84, 1.01], [-0.70, 0.22, 0.26], [0.06, -0.39, 0.68], [-0.59, 0.45, -0.24], [1.47, 1.08, -0.75], [-0.34, 0.60, -0.10], [-0.64, 0.31, -0.18], [0.20, -0.01, 0.12], [0.33, 0.41, 0.11], [0.41, -0.24, -0.11], [-0.58, 0.55, -0.15], [-0.03, -0.66, -0.22], [0.51, 0.20, 0.04], [-0.04, 0.01, -0.05], [-0.25, -0.17, 0.27], [0.08, 0.17, 0.12], [-0.01, 0.02, -0.35], [0.04, -0.75, -0.23], [-0.05, -0.83, -0.16], [-0.39, -0.07, -0.44], [-0.22, -0.24, 0.22], [0.41, 0.49, 0.11], [-0.45, 0.28, -0.11], [0.45, -0.26, 0.23], [-1.41, -0.45, 0.49], [1.41, 0.81, -1.40], [-0.19, -2.15, 0.59], [0.73, 1.28, -0.02], [-0.19, 0.03, -0.25], [0.05, 0.01, 0.03], [0.31, -0.29, -0.17], [-0.27, 0.44, 0.08], [0.11, -0.08, 0.80], [0.08, 0.46, 0.18], [-0.15, 0.05, -0.03], [-0.28, 0.07, -0.14], [0.19, -0.12, 0.29], [-0.26, -0.58, 0.00], [-0.38, -0.11, -0.03], [0.47, -0.16, -0.44], [-0.40, 0.21, -0.38], [0.15, 0.09, 0.17], [-0.33, -0.02, -0.08], [-0.05, 0.83, -0.03], [1.13, -0.22, -0.02], [-0.77, 0.11, -0.32], [0.46, -0.10, -0.39], [-0.02, -0.47, 0.84], [1.07, -0.06, 0.49], [-1.12, -0.32, 0.75], [-0.35, -0.32, -0.12], [0.35, -0.13, 0.12], [-0.23, 0.15, -0.18], [-0.60, 0.77, -0.38], [-0.25, -0.70, 0.29], [0.07, -0.36, 0.03], [-0.31, 0.33, -0.07], [-0.07, -0.20, -0.03], [0.20, 0.25, -0.03], [0.08, -0.15, -0.39], [-0.20, 0.81, -0.15], [0.52, -0.24, -0.12], [0.28, 0.09, -0.21], [-0.15, -0.15, -0.05], [0.04, 0.16, -0.08], [0.15, 0.51, 0.48], [-0.30, -1.65, -0.38], [-2.21, 1.14, -0.18], [2.20, -1.05, -1.87], [0.21, 0.25, 0.63], [0.65, -0.43, 1.82], [0.13, -0.24, -0.77], [-0.29, -0.03, -0.09], [0.15, -0.01, -0.31], [0.03, 0.06, 0.03], [0.43, 0.39, -0.13], [0.33, 0.65, 0.26], [-0.12, -0.25, 0.53], [-0.05, 0.48, 0.17], [0.04, 0.84, 0.38], [-1.05, -0.30, -0.04], [0.03, -0.19, -0.08], [0.09, 0.06, 0.40], [0.00, 0.58, -0.51], [-0.39, -0.12, -0.22], [-0.55, 0.02, -0.01], [0.42, -0.53, -0.09], [-0.89, -0.72, -0.50], [-0.51, -0.10, -0.29], [1.26, -0.47, -0.21], [-1.78, -1.43, -0.13], [0.42, 0.57, 1.16], [0.85, 0.29, 0.11], [-0.82, 0.63, -0.67], [-0.32, 0.54, 0.00], [0.82, 0.05, 0.22], [0.19, 0.05, 0.22], [-0.24, 0.06, -0.02], [0.27, 0.40, 0.15], [0.07, 0.06, 0.08], [0.38, 0.13, -0.10], [0.17, 0.08, -0.25], [0.20, 0.34, -0.40], [-0.38, -0.28, 0.34], [0.21, -0.37, -0.01], [-0.01, 0.16, 0.45], [-0.17, -0.17, -0.24], [0.50, 0.16, 0.12], [-0.17, -0.06, -0.06], [-0.38, -0.15, 0.26], [0.47, 1.34, 1.59], [0.92, -1.04, -0.68], [-1.67, -1.40, -1.54], [0.17, 0.80, -0.67], [-0.79, -0.84, -0.36], [-0.84, 0.00, 0.27], [0.16, -0.01, -0.14], [0.20, 0.04, -0.14], [-0.15, -0.08, 0.00], [0.36, -0.03, -0.44], [-0.58, -0.26, -0.37], [-0.55, -0.13, 0.13], [0.95, 0.28, 0.76], [-0.35, 0.65, 1.03], [0.99, 0.29, -0.16], [-0.40, -0.12, 0.05], [0.51, 0.11, 0.11], [0.16, 0.40, -0.29], [0.12, 0.32, 0.50], [-0.20, 0.37, 0.07], [0.91, -0.55, 0.01], [0.32, -1.04, -1.66], [-0.60, 0.71, 1.19], [0.61, 1.36, 0.98], [-0.78, 0.43, 0.18], [0.31, -0.82, -0.19], [0.13, -0.36, 0.04], [0.31, -0.35, -0.29], [-0.01, 0.26, -0.39], [0.53, -0.33, -0.02], [-0.60, -0.33, -0.35], [-0.03, 0.04, 0.14], [-0.11, 0.33, 0.36], [2.01, 1.18, -0.71], [-0.79, 0.77, -0.27], [-1.32, -1.93, 1.36], [0.22, -0.70, 0.02], [-0.19, -0.15, 0.61], [0.06, 0.06, -0.37], [0.02, 0.04, -0.50], [0.27, 0.02, 0.11], [0.16, 0.54, 0.23], [-0.37, -0.14, 0.02], [0.13, -0.05, 0.01], [-0.27, 0.45, -0.48]],
  "mulliken_spin": [0.029, 0.006, 0.764, 0.019, 0.022, 0.002, 0.014, -0.002, -0.009, -0.001, 0.051, 0.003, 0.013, 0.024, -0.003, 0.001, -0.009, 0.051, 0.014, -0.002, -0.005, 0.001, 0.000, 0.000, 0.000, 0.000, 0.000, -0.001, -0.001, 0.000, 0.000, 0.000, 0.000, 0.000, 0.000, 0.000, 0.000, 0.000, 0.000, 0.000, 0.000, 0.002, 0.000, 0.000, 0.000, 0.000, 0.000, 0.000, 0.000, 0.000, 0.000, 0.000, 0.000, 0.000, 0.000, 0.000, 0.000, 0.000, 0.000, 0.000, 0.000, 0.000, 0.000, 0.000, 0.000, 0.000, 0.000, 0.000, 0.000, 0.000, 0.000, 0.000, 0.000, 0.000, 0.000, 0.000, 0.000, 0.000, 0.000, 0.000, 0.000, 0.000, 0.000, 0.000, 0.000, 0.000, 0.000, 0.000, 0.000, 0.000, 0.000, 0.000, 0.000, 0.000, 0.000, 0.000, 0.000, 0.000, 0.000, 0.000, 0.000, 0.000, 0.000, 0.000, 0.000, 0.000, 0.000, 0.000, 0.000, 0.000, 0.000, 0.000, 0.000, 0.000, 0.000, 0.000, -0.013, 0.000, 0.000, 0.000, 0.000, 0.000, 0.000, 0.000, 0.000, 0.000, 0.000, 0.000, 0.002, -0.002, 0.015, -0.002, 0.000, 0.000, 0.001, 0.000, 0.000, 0.002, -0.007, 0.000, 0.000, 0.000, 0.000, 0.000, 0.000, 0.001, 0.000, 0.000, 0.000, 0.000, 0.001, 0.001, 0.011, -0.004, 0.000, 0.000, 0.000, 0.000, 0.000, 0.000, 0.000, 0.000, 0.000, 0.000, 0.000, 0.000, 0.000, 0.000, 0.000, 0.000, 0.000, 0.000, 0.000, 0.000, 0.000, 0.000, 0.000, 0.000, 0.000, 0.000, 0.000, -0.001, 0.000, 0.000, 0.000, 0.000, 0.000, 0.000, 0.000, 0.000, 0.000, 0.000, 0.000, 0.000, 0.001, 0.000, 0.000, 0.000, 0.001, 0.001, 0.002, 0.001, -0.004, -0.001, 0.000, 0.000, 0.002, 0.000, 0.000, 0.007, 0.000, 0.001, 0.000, 0.000, 0.000, 0.000, 0.000, 0.000, 0.000, 0.000, 0.000, 0.000],
  "mol_weight_da": 1056.93,
  "total_energy_ev": -85109.4399,
  "s2": 0.7544,
  "total_charge": 1,
  "orbital_gap_ev": [7.3, 2.2],
  "lumo_ev": [-2.13, -7.22],
  "multiplicity": 2,
  "homo_energy_ev": [-9.4, -9.4]
}